Molecular formula: C5H6O
Method: DFT, ωB97M-V/def2-TZVPD

Positions of all 12 atoms, in Å:
O (-0.09, 0.75, -0.10)
C (-0.28, -0.67, -0.27)
C (0.46, -0.12, 1.94)
C (0.06, -1.20, 1.07)
C (0.57, 1.03, 0.88)
C (-0.59, -1.09, -1.59)
H (-0.91, -0.37, -2.38)
H (0.06, -2.07, 1.70)
H (-0.35, -2.15, -1.96)
H (-0.27, 3.14, -1.20)
H (0.72, -0.06, 3.02)
H (0.61, 2.82, -1.13)

Relative energy (zero: lowest compared OMol25 entry of this formula, charge and spin), kJ/mol: 636.72
Total charge: 0
E, Ha: -269.10373
Frontier orbital gap (alpha / beta), Ha: 0.26645 / 0.26652
E_LUMO (alpha / beta), eV: -0.8 / -0.8